This record from the Open Molecules 2025 dataset describes a 6-piece molecular cluster, H12O6 overall at a distorted geometry. The level of theory is the ωB97M-V functional and the def2-TZVPD basis.

Properties
Structure (SMILES): O.O.O.O.O.O
HOMO: -10.583 eV
DFT total energy: -12479.2188 eV
Relative energy (zero: lowest compared OMol25 entry of this formula, charge and spin): 1.895 eV

```
18
Properties=species:S:1:pos:R:3:forces:R:3
O -0.763108 3.621934 -0.942423 -0.582 1.126 -0.545
H -0.153366 2.971490 -0.645722 0.792 -0.712 0.169
H -1.627937 3.376183 -0.629217 -0.384 -0.098 0.124
O 0.051018 -0.081797 -1.104017 0.928 0.380 -0.414
H 0.356429 -0.860613 -0.623871 -0.363 0.037 0.015
H 0.700073 0.602462 -0.831982 -0.724 -0.322 -0.634
O 1.079827 -1.643610 0.772875 0.013 -0.793 -0.918
H 1.882938 -1.935227 0.344340 0.252 -0.672 -0.604
H 1.452367 -1.192894 1.494784 0.223 1.125 1.945
O 1.329238 2.036279 0.029300 -0.609 -0.237 0.757
H 0.668722 1.731658 0.699284 1.116 0.225 -0.428
H 2.151902 1.549358 0.148463 -0.047 0.133 0.300
O -2.460649 0.236715 -0.391287 -0.121 1.556 0.145
H -2.403873 1.212352 -0.334748 -0.818 -0.613 0.255
H -1.608663 0.145447 -0.837570 0.416 -0.904 -0.197
O -0.323607 -4.096773 0.622249 0.019 -0.008 0.008
H -0.209243 -4.516146 1.482777 -0.038 0.172 -0.132
H -0.122068 -3.156819 0.746764 -0.074 -0.394 0.154
```
Positions in Å, forces in eV/Å.